{"formula": "C9H7Cl2N2O2", "method": "ωB97M-V/def2-TZVPD", "charge": -1, "lumo_energy_ev": 2.65, "de_lowest_kcal_mol": 17.6, "smiles": "O=c1cc([O-])[nH]n1/C(Cl)=C/C=C\\C=C\\Cl", "total_energy_ha": -1527.4850, "symbols": ["C", "C", "C", "C", "C", "C", "C", "C", "C", "N", "N", "O", "O", "Cl", "Cl", "H", "H", "H", "H", "H", "H", "H"], "xyz": [[0.465, 0.894, 2.902], [1.113, 1.482, 1.875], [-0.833, -0.700, -3.308], [-0.236, -0.395, 2.850], [0.986, 1.175, 0.499], [-1.343, 0.127, -2.330], [0.470, -1.166, -2.908], [-0.156, -1.192, 1.748], [-0.244, 0.859, -0.076], [0.658, -0.736, -1.577], [-0.392, 0.134, -1.231], [-2.421, 0.755, -2.320], [1.338, -1.902, -3.352], [-1.098, -2.764, 1.659], [-1.710, 1.504, 0.586], [0.437, 1.496, 3.856], [1.610, 2.438, 2.046], [-1.299, -1.078, -4.158], [-0.756, -0.639, 3.791], [1.802, 1.265, -0.277], [0.048, -1.000, 0.786], [1.558, -0.557, -1.062]], "lowdin_charge": [-0.166, -0.189, 0.021, -0.180, -0.180, -0.478, -0.516, -0.467, -0.663, 0.090, -0.035, -0.057, -0.020, 0.471, 0.766, 0.105, 0.095, 0.077, 0.102, 0.121, -0.047, 0.149]}

=====

{"formula": "C2H4N4", "method": "ωB97M-V/def2-TZVPD", "lumo_energy_ev": 0.07, "de_lowest_kcal_mol": 67.5, "smiles": "N[C@H]1C=NN=N1", "total_energy_ha": -297.5367, "symbols": ["N", "C", "C", "N", "N", "N", "H", "H", "H", "H"], "xyz": [[0.895, -0.683, -1.105], [0.067, 0.120, -0.265], [-1.030, -0.402, 0.557], [-1.174, 0.348, 1.596], [-0.152, 1.318, 1.559], [0.643, 1.135, 0.605], [1.678, -0.129, -1.437], [0.378, -1.025, -1.912], [-1.681, -1.250, 0.366], [-0.344, 1.064, -0.730]], "lowdin_charge": [0.068, -0.455, -0.098, 0.032, -0.037, 0.034, 0.082, 0.085, 0.114, 0.175]}

=====

{"formula": "C28H33N4O2STc", "method": "ωB97M-V/def2-TZVPD", "charge": 3, "s_squared": 0.808, "lumo_energy_ev": [-11.40, -11.52], "spin_multiplicity": 2, "total_energy_ha": -1934.2640, "symbols": ["Tc", "C", "C", "C", "C", "C", "C", "C", "C", "C", "S", "C", "N", "H", "H", "H", "H", "H", "H", "H", "H", "C", "O", "C", "C", "C", "C", "C", "C", "N", "C", "C", "C", "C", "C", "C", "C", "O", "H", "H", "H", "H", "H", "H", "H", "H", "H", "H", "H", "H", "H", "C", "C", "C", "C", "N", "N", "H", "H", "H", "H", "H", "H", "H", "H", "H", "H", "H", "H"], "xyz": [[0.753, 0.526, 0.120], [0.711, 0.057, 3.210], [0.897, 1.525, 2.957], [1.022, 2.445, 4.000], [1.195, 3.779, 3.720], [1.261, 4.206, 2.375], [1.463, 5.557, 1.988], [1.516, 5.918, 0.658], [1.381, 4.946, -0.333], [1.199, 3.610, 0.025], [1.140, 2.364, -1.154], [1.125, 3.234, 1.384], [0.930, 1.917, 1.676], [0.996, -0.203, 4.226], [1.334, -0.547, 2.536], [-0.337, -0.226, 3.075], [0.983, 2.094, 5.024], [1.291, 4.505, 4.520], [1.584, 6.307, 2.762], [1.673, 6.950, 0.375], [1.422, 5.223, -1.382], [-1.779, -3.777, -3.294], [-1.095, -3.521, -2.051], [-1.783, -3.225, -0.915], [-1.424, -3.947, 0.221], [-1.954, -3.637, 1.462], [-2.880, -2.603, 1.585], [-3.266, -1.903, 0.461], [-2.718, -2.198, -0.783], [-3.179, -1.489, -1.945], [-3.430, -0.233, -2.159], [-3.147, 0.977, -1.437], [-4.050, 2.022, -1.732], [-4.025, 3.221, -1.058], [-3.060, 3.416, -0.080], [-2.110, 2.438, 0.173], [-2.104, 1.230, -0.511], [-1.121, 0.329, -0.338], [-1.093, -4.355, -3.900], [-2.005, -2.854, -3.831], [-2.682, -4.370, -3.127], [-0.757, -4.790, 0.085], [-1.675, -4.226, 2.329], [-3.336, -2.381, 2.544], [-4.045, -1.149, 0.528], [-3.458, -2.092, -2.706], [-4.003, -0.081, -3.068], [-4.807, 1.853, -2.491], [-4.753, 3.991, -1.282], [-3.042, 4.345, 0.478], [-1.355, 2.590, 0.932], [4.657, -1.850, -1.651], [3.405, -2.064, -0.813], [3.717, -1.957, 0.680], [2.776, -3.427, -1.126], [2.475, -0.927, -1.165], [1.073, -1.163, -1.110], [5.418, -2.564, -1.343], [5.071, -0.845, -1.515], [4.456, -2.013, -2.713], [4.404, -2.748, 0.990], [2.799, -2.070, 1.276], [4.181, -0.993, 0.907], [3.568, -4.170, -1.198], [2.247, -3.432, -2.084], [2.103, -3.767, -0.333], [2.727, -0.460, -2.024], [0.901, -2.040, -0.618], [0.621, -1.274, -2.015]], "lowdin_charge": [1.267, -0.001, -0.264, 0.040, 0.084, -0.123, 0.065, -0.003, -0.023, -0.557, 0.915, -0.262, -0.058, 0.107, 0.058, 0.100, 0.141, 0.150, 0.145, 0.137, 0.132, -0.023, -0.103, -0.256, 0.013, -0.035, -0.050, -0.008, -0.154, 0.168, 0.061, -0.110, 0.015, -0.021, -0.005, -0.014, -0.308, -0.269, 0.107, 0.083, 0.118, 0.135, 0.125, 0.124, 0.137, 0.150, 0.163, 0.136, 0.133, 0.131, 0.098, -0.025, -0.597, -0.036, -0.027, -0.037, -0.083, 0.108, 0.100, 0.102, 0.109, 0.065, 0.091, 0.110, 0.096, 0.083, 0.125, 0.096, 0.131]}

=====

{"formula": "C3H12FN6O3Zn", "method": "ωB97M-V/def2-TZVPD", "charge": 1, "lumo_energy_ev": -5.47, "total_energy_ha": -2554.8518, "symbols": ["Zn", "F", "C", "O", "N", "N", "H", "H", "H", "H", "C", "O", "N", "N", "H", "H", "H", "H", "C", "O", "N", "N", "H", "H", "H", "H"], "xyz": [[1.577, 1.441, -0.933], [-0.348, 1.343, -1.302], [1.287, -0.486, 1.496], [1.265, 0.539, 0.781], [0.455, -0.663, 2.527], [2.041, -1.528, 1.111], [-0.289, -0.030, 2.769], [0.496, -1.518, 3.054], [2.036, -2.387, 1.632], [2.531, -1.452, 0.239], [-2.798, 2.831, 1.520], [-2.429, 3.954, 1.237], [-3.830, 2.499, 2.372], [-2.201, 1.695, 1.039], [-4.099, 1.548, 2.496], [-4.145, 3.292, 2.906], [-1.563, 1.777, 0.257], [-2.552, 0.783, 1.249], [1.583, -1.375, -2.647], [1.732, -0.380, -1.922], [2.659, -2.146, -3.055], [0.512, -1.515, -3.421], [2.501, -2.970, -3.606], [3.453, -2.037, -2.445], [0.387, -2.345, -3.974], [-0.261, -0.868, -3.381]], "lowdin_charge": [1.090, -0.485, -0.588, -0.068, 0.216, 0.198, 0.123, 0.123, 0.122, 0.095, -0.679, 0.043, 0.141, 0.134, 0.082, 0.107, 0.053, 0.080, -0.596, -0.064, 0.181, 0.209, 0.113, 0.110, 0.123, 0.134]}

=====

{"formula": "C38H28N9O2STi", "method": "ωB97M-V/def2-TZVPD", "charge": 1, "lumo_energy_ev": -3.90, "de_lowest_kcal_mol": 45.7, "total_energy_ha": -3355.7128, "symbols": ["Ti", "N", "C", "N", "C", "N", "N", "C", "C", "C", "C", "C", "C", "N", "C", "C", "C", "C", "C", "C", "H", "H", "H", "H", "H", "H", "H", "H", "H", "H", "H", "C", "C", "C", "C", "C", "C", "N", "C", "C", "C", "C", "C", "C", "N", "N", "C", "C", "C", "C", "C", "N", "H", "H", "H", "H", "H", "H", "H", "H", "H", "H", "H", "H", "H", "O", "C", "O", "C", "C", "C", "C", "C", "C", "S", "H", "H", "H", "H"], "xyz": [[0.172, 0.340, -0.423], [-1.113, 0.773, 3.869], [-0.609, 0.885, 2.642], [-0.778, 0.004, 1.703], [-1.592, -1.076, 1.925], [-1.908, -1.880, 0.979], [-1.362, -1.547, -0.284], [-1.873, -2.393, -1.115], [-1.798, -2.565, -2.572], [-2.511, -3.650, -3.085], [-2.565, -3.823, -4.459], [-1.929, -2.895, -5.264], [-1.239, -1.852, -4.659], [-1.159, -1.697, -3.347], [-2.104, -1.312, 3.277], [-2.832, -2.452, 3.626], [-3.299, -2.603, 4.913], [-3.048, -1.620, 5.872], [-2.325, -0.491, 5.550], [-1.855, -0.348, 4.248], [-0.953, 1.518, 4.527], [-0.032, 1.778, 2.430], [-2.547, -3.112, -0.656], [-3.025, -4.329, -2.418], [-3.110, -4.653, -4.889], [-1.962, -2.969, -6.342], [-0.726, -1.109, -5.260], [-3.018, -3.203, 2.871], [-3.863, -3.485, 5.183], [-3.421, -1.744, 6.880], [-2.121, 0.271, 6.292], [2.903, -3.287, 3.161], [1.792, -3.289, 2.332], [1.443, -2.153, 1.620], [2.182, -0.970, 1.720], [3.331, -0.995, 2.521], [3.672, -2.135, 3.233], [1.820, 0.127, 0.935], [2.271, 1.411, 1.212], [2.707, 1.965, 2.425], [3.155, 3.277, 2.469], [3.211, 4.091, 1.340], [2.772, 3.581, 0.131], [2.278, 2.293, 0.119], [1.819, 1.566, -1.000], [2.353, 1.600, -2.111], [2.043, 0.379, -2.801], [2.572, 0.178, -4.052], [2.589, -1.131, -4.530], [2.093, -2.145, -3.737], [1.499, -1.821, -2.518], [1.453, -0.578, -2.061], [3.179, -4.170, 3.720], [1.189, -4.183, 2.230], [0.585, -2.202, 0.966], [3.988, -0.139, 2.567], [4.567, -2.119, 3.843], [2.697, 1.372, 3.329], [3.482, 3.679, 3.420], [3.573, 5.106, 1.411], [2.765, 4.169, -0.778], [3.012, 1.006, -4.587], [3.028, -1.352, -5.494], [2.137, -3.180, -4.045], [1.055, -2.582, -1.890], [-0.893, 3.815, 1.130], [-0.925, 3.173, 0.113], [-0.459, 1.903, 0.128], [-1.458, 3.587, -1.190], [-1.914, 4.907, -1.277], [-2.423, 5.402, -2.456], [-2.478, 4.563, -3.567], [-2.031, 3.260, -3.488], [-1.509, 2.733, -2.297], [-1.032, 1.030, -2.433], [-1.853, 5.523, -0.390], [-2.774, 6.422, -2.519], [-2.875, 4.930, -4.504], [-2.081, 2.621, -4.360]], "lowdin_charge": [0.974, 0.163, -0.087, 0.071, -0.290, 0.067, -0.008, -0.054, -0.269, -0.002, -0.038, -0.031, -0.123, 0.047, -0.071, -0.001, -0.055, -0.052, -0.002, -0.162, 0.170, 0.131, 0.123, 0.118, 0.117, 0.113, 0.117, 0.116, 0.112, 0.115, 0.120, -0.096, -0.081, -0.055, -0.270, -0.034, -0.078, -0.028, -0.248, -0.034, -0.056, -0.067, 0.003, -0.203, -0.058, 0.196, -0.324, 0.027, -0.024, -0.032, -0.108, 0.014, 0.102, 0.106, 0.066, 0.103, 0.108, 0.111, 0.112, 0.109, 0.125, 0.128, 0.121, 0.119, 0.120, 0.128, -0.474, -0.259, -0.147, -0.007, -0.063, -0.063, -0.123, -0.516, 0.786, 0.124, 0.109, 0.111, 0.095]}